Entry 1:
Molecular formula: C40H33NO9
Method: DFT, ωB97M-V/def2-TZVPD

Each line ends with the Mulliken charge.
Geometry (Å):
H: 9.3328 -2.2170 -4.9909  0.4559
C: -1.0789 6.3837 1.9204  -0.5000
C: 0.1595 -2.6408 1.8336  -0.3941
C: -2.9047 -0.1311 0.8657  -0.2129
H: -0.2853 -0.8869 0.4870  0.3204
H: -3.7322 1.3843 -3.3988  0.3685
C: 8.1622 -3.2160 -6.4897  -0.4519
C: 7.8189 -2.6016 -2.7907  0.6438
H: -6.2126 2.0692 4.2767  0.4512
C: -3.2164 7.2535 2.6407  0.1560
C: -1.5426 8.7446 1.7388  -0.4561
H: -1.5930 0.3815 -3.5468  0.2940
H: -1.9605 -1.0981 -2.5017  0.1004
C: 7.5164 -3.0465 -4.1685  0.1430
C: -4.1542 4.5871 3.3124  0.2199
H: -4.7181 -0.1317 -3.0137  0.3216
C: -4.9914 0.3417 1.7380  0.6044
H: 0.6178 -6.8616 1.2714  0.2958
C: -2.8095 8.5401 2.2791  -0.5400
C: -6.7107 4.1627 4.3408  -0.5201
H: 2.5025 -6.6171 1.3078  0.2771
H: -5.3128 -3.9341 -1.2945  0.3880
H: -2.9805 -2.3770 1.5396  0.1734
C: 1.4911 -6.2206 1.6808  -0.9455
C: 6.8704 -2.9315 -1.7048  0.2036
H: -3.4791 9.3851 2.4134  0.4548
H: 1.2524 -2.2722 1.8109  0.3111
H: -2.6453 -0.9860 -4.3084  0.2833
C: -4.2200 -1.7518 -0.8519  -0.9055
C: -4.7945 -2.9001 -1.1910  -0.4085
H: -4.0449 1.6827 -1.1867  0.2768
C: -4.9990 5.6725 3.5482  0.4082
O: 8.8399 -1.9760 -2.5517  -0.6757
H: 5.1820 -4.7547 -5.9607  0.4540
H: -0.3995 5.5478 1.7789  0.4578
C: -2.4110 -0.4226 -3.3350  -0.7001
H: 3.8313 -4.3685 -1.1723  0.6412
C: -5.8718 3.0812 4.0812  -0.5436
O: -2.0295 3.8551 2.6341  -0.6884
O: 2.0376 -4.1961 0.3346  -0.4903
C: -3.9464 -0.2496 -0.3746  1.6650
H: 8.1114 -2.0727 -0.1615  0.4566
C: -2.7876 4.8001 2.7890  0.5363
H: 8.8693 -3.0053 -7.2866  0.3934
C: -0.6751 7.6676 1.5665  -0.4731
C: 6.9993 -3.9344 -6.7607  -0.4677
H: -1.0631 -2.5751 -0.0629  0.2016
H: -2.0574 0.6145 0.6491  0.2529
O: -3.5797 0.4880 2.0347  -0.4199
C: 6.3428 -3.7481 -4.4429  0.1577
O: -0.0048 -4.0762 1.6215  -0.3577
O: -5.2958 7.9985 3.4363  -0.6748
C: -2.2592 -1.4691 1.4978  -0.8089
C: -3.7196 0.3905 -2.7821  -0.5120
C: 8.4220 -2.7723 -5.1965  -0.5417
C: -2.3548 6.1734 2.4494  0.1496
H: -3.9555 2.4380 3.3847  0.7396
O: -5.0955 0.3810 0.2798  -0.4192
C: -6.2765 5.4589 4.0749  -0.6291
C: 5.3619 -4.0193 -3.3689  0.4749
C: -4.5593 7.0481 3.2273  0.5769
C: 5.6740 -3.5916 -1.9871  0.1100
O: -5.9690 0.2456 2.5613  -0.5677
C: -4.6000 3.2911 3.5765  -0.7716
C: 4.7702 -3.8672 -0.9578  -0.5188
C: 6.0881 -4.1967 -5.7411  -0.5028
H: -1.2304 9.7449 1.4536  0.3968
H: -7.7049 3.9959 4.7447  0.3938
H: 4.3735 -3.7222 1.1509  0.3877
H: -6.9353 6.2995 4.2736  0.4696
C: 7.1753 -2.5745 -0.3899  -0.5416
H: 6.5238 -2.5937 1.6592  0.3877
C: 1.1961 -4.6998 1.1493  0.6062
C: 6.2810 -2.8659 0.6362  -0.5961
C: 5.0747 -3.5035 0.3514  -0.3261
H: -2.0173 -1.2243 2.6153  0.3893
H: 1.4519 -6.2796 2.8319  0.3011
N: -3.5201 0.7923 -1.3531  -0.3208
H: 0.3157 7.8285 1.1517  0.3911
C: -0.8195 -1.8566 0.8014  -0.3068
H: -0.2369 -2.4102 2.9068  0.3309
O: 4.3144 -4.5936 -3.6178  -0.6731
H: 6.8016 -4.2887 -7.7682  0.3888

The gap between HOMO and LUMO is 0.318 Ha. The structure (SMILES) is C#C[C@@]1(NCC)OC(=O)O[C@H]1CCCOC(C)=O.O=C1c2ccccc2C(=O)c2ccccc21.O=C1c2ccccc2C(=O)c2ccccc21. For the HOMO energy, the calculation gives -0.3516 Ha.

---

Entry 2:
Molecular formula: C42H93F6N13O16S2
Method: DFT, ωB97M-V/def2-TZVPD

Each line ends with the Mulliken spin population.
Geometry (Å):
C: 0.4428 -3.7996 -5.7012  -0.0001
O: -3.1224 -1.0277 6.5070  0.0000
H: 4.2091 5.1701 0.3412  -0.0001
H: 4.6929 -0.6391 -4.7086  0.0000
H: -1.4616 3.0826 1.6070  0.0000
C: -0.7219 -0.3146 1.3947  0.0005
O: 1.7171 4.4902 -2.5410  0.0000
S: 2.1169 1.3082 6.2515  -0.0209
C: 4.8647 -3.1919 -0.1335  0.0000
H: 0.9601 -4.7581 -5.7437  0.0000
C: -0.0753 2.1204 -4.8328  0.0002
H: -2.0778 0.5866 -0.7699  0.0001
H: -5.1159 -2.0641 -4.8958  0.0000
H: 0.1408 -3.0489 -3.1917  -0.0001
C: -1.9463 -4.3726 -5.5098  0.0000
H: -0.4233 1.7522 -3.8677  -0.0002
O: 1.0488 0.7566 2.5518  -0.0037
H: -6.6317 -1.8364 -2.0684  0.0000
N: 2.4293 0.6815 4.6635  0.5120
C: 0.3262 -0.3945 2.5154  -0.0100
H: -4.3648 3.7352 -0.7161  -0.0001
O: -2.3277 3.4711 -0.8358  0.0000
N: -3.0687 -6.1648 -0.0825  0.0000
H: 0.1437 -3.4372 -6.6847  0.0000
H: 0.1263 4.5571 -1.2507  0.0000
O: 2.0097 2.7667 6.1984  0.0438
H: 5.6984 -3.3337 -0.8212  0.0000
C: 1.2089 1.5570 -6.7716  0.0000
H: -2.3662 -3.5459 -6.0829  0.0000
C: -3.9071 1.0674 -3.9046  -0.0002
H: 2.2870 -3.3363 4.2609  0.0022
H: 0.9962 -1.2476 2.4087  0.0046
C: 4.2697 -0.5821 3.1865  -0.0051
H: -3.9209 1.2035 -2.8233  0.0001
H: 2.7025 -3.5960 -2.7813  0.0000
H: -1.8801 -2.9803 4.1402  0.0002
F: 3.5270 -1.6270 2.7720  -0.0028
C: -1.4020 -0.2401 -0.9890  0.0002
N: -4.8319 -0.0371 -4.3834  0.0000
H: 2.9432 7.5231 -0.8339  0.0000
H: -2.7591 -4.5617 -4.8087  0.0000
H: -0.9665 2.2797 -5.4398  0.0000
H: -5.6400 3.4302 1.1895  0.0000
H: 1.8138 3.9145 1.3863  0.0013
H: 1.1931 7.1740 0.6362  0.0000
H: -2.8127 -3.9699 2.2022  0.0000
H: 3.2066 3.2078 0.4136  -0.0008
H: 1.5588 2.5881 -6.8212  0.0000
C: -4.5001 -1.4290 -4.2590  -0.0001
F: 0.1817 -0.5524 6.3640  -0.0018
O: -6.5383 1.3229 -5.1800  0.0000
H: -5.2286 -3.2059 0.2754  0.0000
H: -4.2684 0.2578 -0.0372  0.0000
C: 4.1410 2.2352 -4.5910  -0.0001
H: -3.2131 -1.3493 3.2366  0.0000
N: 3.6827 4.2577 2.1248  0.0137
C: -5.2130 0.1156 -0.5622  0.0001
H: 2.1440 7.7301 -2.4156  0.0000
H: -2.9167 0.9576 -4.3464  0.0000
C: 4.2321 5.4170 1.4027  0.0008
H: 2.1133 -3.9003 7.3835  0.0000
H: 0.3443 1.4931 -7.4322  0.0000
H: 4.7159 -2.1191 -0.0107  0.0000
H: -0.2427 6.2336 0.3154  0.0000
O: 2.7607 0.7050 7.4347  0.0100
H: -0.9956 -0.2395 -2.0004  -0.0002
H: 5.0951 -3.6869 0.8099  0.0000
H: 3.2272 2.8134 -4.4537  0.0000
H: -6.6114 -0.6679 -5.0677  0.0000
N: -0.7364 -3.8956 -4.8428  0.0000
H: 4.3351 -3.0367 -2.6044  0.0000
H: 1.5810 0.7337 3.3504  -0.0111
H: -4.8561 3.1049 2.6768  0.0000
O: 4.8484 0.8309 5.4380  0.2466
H: -4.1951 2.0293 -4.3286  0.0000
H: 0.2785 -2.2961 -0.3077  -0.0002
N: 1.2957 6.2644 -1.1839  0.0000
H: -5.8375 0.8253 -0.0197  0.0000
H: 3.3845 -3.7868 6.1359  0.0001
H: -2.6020 2.6044 2.8807  0.0000
H: -4.6390 -1.7083 -3.2145  0.0001
H: -5.1030 0.3767 -1.6147  -0.0001
H: -4.1115 -0.1891 4.2434  0.0000
H: -0.0935 2.0464 0.1392  0.0000
C: -6.0197 0.2511 -4.9355  0.0000
H: -2.3459 -0.0434 3.8728  -0.0002
C: 2.7840 3.4177 1.3962  -0.0025
H: 0.0776 7.8401 -0.4810  0.0000
O: 3.5218 -1.2816 5.7556  0.2407
H: -7.5751 -0.9960 -0.8286  0.0000
C: 0.4938 6.8887 -0.1498  0.0001
C: -6.7912 -1.7350 -0.9949  0.0000
C: 0.4322 1.2317 -0.3588  -0.0003
C: -3.1655 -0.7169 4.1232  0.0001
C: -4.8116 -2.1901 0.3564  0.0000
H: -2.1007 -3.4206 0.7476  -0.0001
H: 1.2032 -3.1641 -5.2472  0.0001
H: 0.4995 1.4445 -1.4257  0.0001
H: 4.1498 1.7938 -5.5876  0.0000
H: 3.1630 -4.5783 0.9256  0.0000
C: -2.4104 3.3251 2.0857  0.0000
H: -1.9348 -3.4319 5.8170  -0.0001
N: 3.6169 -3.5958 -0.7621  0.0000
H: 2.8981 -2.0650 -2.1243  0.0001
C: 3.3643 -3.0501 -2.1089  -0.0001
C: 1.3137 -3.8359 4.3846  -0.0045
O: 1.7240 -4.7296 -0.5880  0.0000
C: -2.6496 -5.3592 0.6424  0.0000
C: -3.4097 3.5576 -0.1980  0.0000
F: -0.4803 1.4001 5.5804  0.0006
H: -0.6650 -5.5237 5.5021  0.0001
H: -0.0648 -4.9042 6.9991  0.0000
H: 4.8942 3.0143 -4.4740  0.0000
H: 4.7748 -0.8292 -3.0502  0.0001
C: 1.0637 0.0011 -4.8569  -0.0001
H: 1.8388 -0.5336 -5.4275  0.0000
C: -4.7878 3.7407 1.7941  0.0000
H: 5.2834 5.5807 1.6398  -0.0006
H: -1.9988 -5.2514 -6.1525  0.0000
C: 4.0360 4.0319 3.4382  0.0263
H: -0.2081 -0.5131 3.4580  0.0107
C: 4.9134 -0.0611 -3.8111  -0.0001
S: 3.7352 -0.0443 5.0291  -0.0902
N: -3.5121 3.4358 1.1281  0.0000
N: 4.1611 1.1697 -3.5556  -0.0001
C: -2.9381 -1.5169 5.3967  -0.0002
H: -7.2245 -2.6345 -0.5575  0.0000
H: 3.5837 6.2762 1.5736  0.0010
H: 0.3359 3.1127 -4.6473  0.0000
C: 0.2512 -5.3945 6.0783  -0.0001
N: -0.2340 -0.1339 -0.0396  -0.0003
O: 0.4761 -0.4315 -3.8521  0.0000
H: -2.2765 4.2731 2.6066  0.0000
N: 0.7984 1.1579 -5.3942  0.0000
C: -2.5140 -2.9548 5.0265  -0.0001
H: 0.9744 -1.2062 -1.4430  -0.0002
H: 2.7651 2.1848 -2.4693  0.0000
H: 3.7803 3.0096 3.7573  -0.0258
C: 3.3387 1.2461 -2.5131  0.0000
H: -1.0842 -4.3658 1.8648  0.0001
C: -0.8266 -3.4396 -3.5435  0.0001
C: 0.3329 0.7828 6.4846  0.0141
O: 0.3786 -3.7863 3.6545  0.0005
C: 2.4848 -4.3173 6.4474  0.0004
C: 1.0425 5.0242 -1.6441  0.0000
H: 2.7561 -5.3319 6.7391  0.0000
H: 0.6607 -6.3859 6.2723  0.0000
H: -4.8403 4.7659 2.1605  0.0000
H: -1.2593 -1.2587 1.4844  -0.0001
H: 3.3160 6.4492 -2.0529  0.0000
O: 3.4082 0.3788 -1.6629  0.0002
H: 5.9421 0.2855 -3.9099  0.0000
F: 5.5569 -0.8470 3.2380  -0.0002
H: -3.4381 -1.5438 -4.4761  0.0000
C: 0.7646 -1.3232 -0.3798  0.0002
H: -1.3511 0.5570 1.5749  -0.0002
C: -2.0842 -4.2584 1.4446  0.0001
C: 2.7796 -4.3250 -0.0750  0.0000
O: -3.8220 -1.9180 0.9859  0.0001
H: -1.7972 -1.2421 -0.8224  0.0002
H: 1.6593 -1.1801 0.2262  0.0003
O: -1.8362 -3.3828 -2.8591  0.0000
H: 2.0474 0.9209 -7.0552  0.0000
H: 1.4540 1.2287 0.0205  0.0004
C: 2.4634 7.0068 -1.6653  0.0000
H: -3.4857 -3.4075 4.8286  0.0000
F: 4.0564 0.4798 2.3603  -0.0001
F: 0.0445 1.0986 7.7197  0.0040
O: 4.6976 4.7973 4.0892  0.0469
H: 2.7397 2.4555 1.9063  -0.0006
N: -5.5122 -1.2919 -0.3793  0.0000
N: 1.3546 -4.4931 5.5717  0.0008

The gap between HOMO and LUMO (spin up / spin down) is 0.333 / 0.107 Ha. The net charge is +1. As for the multiplicity: 2. For the HOMO energy (spin up / spin down), the calculation gives -0.4053 / -0.4053 Ha. Its expectation value of S² is 0.76.

---

Entry 3:
Molecular formula: C27H27N4O4STi
Method: DFT, ωB97M-V/def2-TZVPD

Each line ends with the Mulliken spin population.
Geometry (Å):
C: -2.1350 -0.9836 2.4271  0.0239
C: -3.7255 0.9846 5.2011  -0.0077
H: -4.0711 1.9949 5.3837  -0.0004
O: -1.7951 -0.0340 1.5835  -0.0286
O: -0.9762 -1.4951 -1.5360  0.0069
C: 4.5601 1.7605 -1.6065  0.0059
H: -2.2060 -0.7972 -3.8956  0.0020
C: 2.0644 0.5473 0.0782  0.1439
H: 3.5767 2.6230 0.0990  0.0004
N: 1.5477 1.5989 -0.4906  -0.0350
C: -1.7082 4.6330 -2.3351  -0.0924
N: 3.4336 0.5591 0.2402  0.0692
C: 4.3136 -0.3512 2.3718  0.0115
C: -0.9841 -5.4016 -2.9100  -0.0758
N: -2.0314 -2.2398 2.0962  -0.0289
H: -2.4950 -2.6055 4.5328  0.0003
H: -0.9571 -6.4210 -3.2743  -0.0037
H: 4.9245 -1.1511 2.7962  -0.0022
C: -2.7077 -0.6395 3.7339  0.0037
C: 0.5996 5.2935 -2.2523  -0.0945
C: 4.1847 1.7485 -0.1262  -0.0017
H: -0.5920 -0.1784 -3.4990  -0.0019
H: -2.7380 4.8495 -2.5960  -0.0058
C: -1.3872 3.4229 -1.7533  0.1534
C: -0.7214 5.5820 -2.5910  0.1833
N: -1.5734 -2.3506 0.8046  -0.0343
H: -3.5115 -2.0259 6.7247  -0.0003
H: 4.7781 0.6065 2.6154  -0.0011
H: -0.9775 6.5309 -3.0462  0.0183
C: 4.1822 -0.5176 0.8564  -0.0081
C: -0.0540 3.1173 -1.4040  -0.0486
C: -3.8665 0.0214 6.1902  0.0134
H: -1.7886 -4.4096 0.9340  0.0225
H: 3.3219 -0.3868 2.8223  0.0009
H: 3.6888 -1.4623 0.6393  0.0010
S: 1.2504 -0.9057 0.6905  0.0125
C: -1.2440 -3.8240 -1.0887  -0.0737
C: -3.1452 0.6604 3.9859  0.0137
H: 5.0868 1.7822 0.4902  -0.0006
C: 0.9342 4.0878 -1.6710  0.1457
H: 5.1397 2.6533 -1.8526  0.0002
H: -0.6335 -4.5232 -4.8549  0.0128
H: 3.6488 1.7550 -2.2043  -0.0011
Ti: -0.9916 -0.6413 0.0223  0.4986
C: -2.8440 -1.6030 4.7380  0.0110
C: -1.5334 -3.5782 0.2838  0.3836
C: -1.2128 -5.1425 -1.5779  0.1066
H: -3.0246 1.4088 3.2131  0.0027
H: -4.3203 0.2737 7.1405  0.0015
H: 5.1740 -0.5361 0.3962  -0.0011
C: -3.4167 -1.2726 5.9518  -0.0064
C: -1.1583 -0.7795 -4.2059  -0.0010
C: -1.0187 -2.7439 -1.9966  0.1263
H: -1.0888 -0.3318 -5.1969  -0.0005
H: 1.9587 3.8578 -1.4126  0.0448
H: -2.1524 2.6853 -1.5528  0.0313
C: -0.8408 -3.0322 -3.3585  -0.0588
O: -0.7144 0.9755 -0.6109  0.0719
C: -0.8057 -4.3491 -3.8006  0.1481
H: -1.3709 -5.9580 -0.8811  0.0028
O: -0.6380 -2.0961 -4.3452  -0.0053
H: 1.3733 6.0270 -2.4502  -0.0064
H: 5.1528 0.8795 -1.8614  -0.0002
C: 0.2619 1.8477 -0.8049  0.3514

The gap between HOMO and LUMO (spin up / spin down) is 0.192 / 0.288 Ha. The net charge is -1. As for the multiplicity: 3. For the HOMO energy (spin up / spin down), the calculation gives -0.0897 / -0.1916 Ha. Its expectation value of S² is 2.07.

---

Entry 4:
Molecular formula: C4H6O2
Method: DFT, ωB97M-V/def2-TZVPD

Each line ends with the Mulliken charge.
Geometry (Å):
H: 0.4134 2.1071 1.9751  0.2369
H: -1.1266 -2.0575 1.0480  0.2742
C: 0.3914 2.2620 0.8466  -0.6945
C: -0.6815 -2.2277 -0.0343  0.0870
O: -0.9522 -3.1952 -0.8060  -0.4876
C: 0.1668 -1.0041 -0.5254  -0.2348
H: 1.2569 -1.1840 -0.1588  0.2632
C: 0.0747 1.3159 -0.0661  0.0844
H: 0.1505 1.6216 -1.1697  0.2335
O: -0.4253 0.1037 0.2114  -0.2799
H: 0.5558 3.2287 0.4151  0.2465
H: 0.1760 -0.9705 -1.7358  0.2712

The gap between HOMO and LUMO is 0.369 Ha. The structure (SMILES) is C=COCC=O. For the HOMO energy, the calculation gives -0.3492 Ha.